Entry 1:
The following is a quantum chemistry calculation of C34H32N2O7SeTaTe as an isolated structure at a distorted geometry, from the OMol25 dataset.

Frontier orbital gap = 6.691 eV
Charge = +1
E_HOMO = -10.685 eV

```
78
Properties=species:S:1:pos:R:3:forces:R:3
Ta 1.452957 0.940849 0.571285 -0.60 1.41 0.83
O 3.508042 5.148495 0.030743 -0.11 -0.06 0.04
C 3.201360 3.906793 0.369627 0.15 0.18 0.00
O 2.067727 3.499306 0.485634 -0.25 -0.32 -0.28
C 4.432850 3.055059 0.570755 -0.07 -0.02 -0.09
O 4.097436 1.845710 1.199203 0.03 -0.36 0.21
C 4.161855 1.829064 2.627611 0.01 0.15 -0.33
C 2.854608 1.288661 3.160821 0.11 0.13 -0.52
O 2.749467 0.635038 4.140270 -0.29 0.09 0.34
O 1.822894 1.604454 2.315975 -0.01 -0.67 0.72
H 2.691125 5.645266 -0.143276 0.02 -0.02 -0.01
H 4.825274 2.822614 -0.419292 0.06 -0.01 -0.04
H 5.198872 3.604683 1.115319 0.01 0.07 0.03
H 4.962966 1.171619 2.949620 0.11 -0.03 0.02
H 4.323440 2.830322 3.031445 0.00 0.03 0.04
Se 2.931015 0.584466 -1.330593 0.53 -0.31 -0.57
C 2.060155 0.838317 -3.019811 -0.10 0.00 0.09
C 0.701200 0.629494 -3.206182 -0.01 -0.03 -0.20
C 0.151658 0.852061 -4.459772 0.00 -0.02 0.00
C 0.954622 1.268703 -5.512703 0.02 0.02 0.00
C 2.316175 1.459310 -5.318161 0.01 -0.01 0.01
C 2.878241 1.243158 -4.067434 -0.10 -0.03 -0.05
H 0.072990 0.291448 -2.393871 0.02 0.04 -0.10
H -0.908432 0.695955 -4.614485 0.02 0.00 0.00
H 0.518400 1.439561 -6.488479 0.02 -0.01 0.02
H 2.946136 1.772933 -6.140713 -0.02 -0.01 0.02
H 3.940658 1.376262 -3.908066 -0.02 0.03 -0.03
O -0.115908 2.391045 -1.116132 0.39 -0.03 0.16
C -0.977088 1.961807 -0.345875 0.03 -0.21 0.18
N -2.301089 2.101192 -0.325113 -0.09 0.09 0.02
C -2.940745 1.341481 0.759402 0.05 0.05 -0.04
C -1.692004 0.690970 1.423711 0.07 0.47 -0.68
O -1.695726 -0.045346 2.353435 0.17 -0.25 0.31
N -0.561369 1.137475 0.689350 -0.57 -0.17 0.14
C -3.848777 0.257682 0.176246 0.02 0.02 0.11
C -3.285664 -0.895314 -0.366362 0.01 0.00 -0.03
C -4.088759 -1.876744 -0.923312 -0.02 0.02 -0.02
C -5.468606 -1.711011 -0.948470 0.01 0.02 0.03
C -6.033903 -0.559602 -0.421669 0.02 0.00 -0.02
C -5.227156 0.422520 0.141064 -0.02 0.02 -0.03
C -3.627479 2.244139 1.782513 0.06 -0.04 -0.05
C -3.687483 3.620391 1.612239 -0.02 0.03 0.03
C -4.321036 4.417184 2.561533 0.00 -0.03 -0.02
C -4.888329 3.840771 3.685754 0.02 -0.02 -0.02
C -4.822560 2.462114 3.862114 0.00 0.03 -0.01
C -4.198311 1.666494 2.916751 0.01 -0.02 -0.03
H -2.811595 2.624312 -1.017207 0.02 -0.04 -0.06
H -2.209253 -1.042202 -0.349218 -0.05 0.00 0.03
H -3.640112 -2.774682 -1.330879 -0.02 0.04 0.02
H -6.100210 -2.481949 -1.371172 0.02 0.03 0.00
H -7.107953 -0.422910 -0.442021 0.04 -0.01 0.00
H -5.677638 1.315411 0.557550 0.01 -0.05 0.01
H -3.242695 4.090171 0.744007 0.00 -0.01 0.04
H -4.368362 5.489375 2.415358 0.00 -0.05 0.01
H -5.380487 4.461394 4.423618 0.01 -0.03 -0.01
H -5.263757 2.005120 4.739110 0.02 0.02 -0.03
H -4.150506 0.593325 3.056212 0.00 0.04 -0.01
C 2.692691 -6.742044 -1.439131 0.00 0.05 0.00
C 2.370928 -5.462756 -0.714285 0.02 -0.06 0.03
C 2.757500 -5.265959 0.605465 0.04 -0.04 0.02
C 2.465339 -4.095419 1.297137 0.12 -0.11 0.01
C 2.917596 -3.966108 2.735676 -0.07 0.03 -0.17
C 1.760470 -3.096655 0.613985 -0.03 0.18 -0.05
Te 1.301504 -1.400072 1.779743 0.23 0.05 -0.04
C 1.334016 -3.264391 -0.705735 -0.09 -0.02 -0.05
C 0.530846 -2.244279 -1.471722 0.09 -0.16 0.08
C 1.658678 -4.453296 -1.347049 -0.02 -0.01 -0.11
H 3.248148 -7.429089 -0.802594 -0.01 0.01 -0.01
H 3.291289 -6.544220 -2.330867 -0.02 0.00 0.04
H 1.778846 -7.242514 -1.764869 0.02 0.01 0.01
H 3.303664 -6.049035 1.121501 -0.03 0.02 -0.04
H 3.460181 -4.857844 3.043332 -0.01 0.00 -0.02
H 2.071241 -3.840748 3.414358 0.00 -0.01 0.00
H 3.576288 -3.106803 2.876723 0.00 -0.01 -0.01
H -0.056563 -1.612587 -0.802123 -0.02 0.01 0.00
H -0.155672 -2.740196 -2.158407 0.00 0.01 0.00
H 1.177633 -1.596664 -2.063509 0.00 -0.11 0.03
H 1.336261 -4.593507 -2.375616 0.01 -0.01 0.07
```
Forces are in eV/Å.

=====

Entry 2:
The following is a quantum chemistry calculation of a 9-piece molecular cluster, C21H60N2O9 overall at a distorted geometry, from the OMol25 dataset.

Frontier orbital gap = 9.232 eV
Charge = 0
SMILES = NC(N)=O.CC(C)O.CC(C)O.CC(C)O.CC(C)O.CC(C)O.CC(C)O.CO.CO
E_HOMO = -8.774 eV

```
92
Properties=species:S:1:pos:R:3:forces:R:3
C -0.441663 -0.507707 -0.108957 -0.82 0.68 -1.08
O 0.542337 -0.340707 0.871043 0.89 0.94 -0.28
H -0.549663 0.250293 -0.941957 0.68 -0.41 1.06
H -1.371663 -0.489707 0.424043 -0.96 -0.35 -0.22
H -0.276663 -1.452707 -0.615957 -0.17 -0.14 0.30
H 0.515337 0.580293 1.209043 0.31 -0.56 -0.60
C -3.055663 1.776293 -0.355957 -0.31 -0.04 1.79
O -3.288663 0.813293 -1.322957 -0.39 -0.24 -0.81
H -3.572663 2.728293 -0.496957 0.19 0.12 -0.50
H -1.973663 1.886293 -0.294957 -0.09 0.50 0.53
H -3.507663 1.371293 0.595043 0.87 0.70 -0.39
H -3.819663 0.178293 -0.848957 -0.42 -0.75 -0.86
C 0.918337 -3.627707 1.074043 0.26 -6.90 -0.45
O 0.896337 -4.942707 1.171043 0.36 4.47 -0.45
N 0.108337 -2.869707 1.721043 -2.39 3.57 2.01
N 1.730337 -2.991707 0.234043 2.01 0.00 -1.57
H -0.689663 -3.199707 2.225043 0.19 -0.61 0.09
H 0.180337 -1.838707 1.598043 -0.01 -1.16 0.38
H 2.378337 -3.619707 -0.246957 -0.37 0.77 0.23
H 1.741337 -1.979707 0.090043 0.06 -0.77 0.26
C -0.953663 1.592293 -4.121957 2.16 -0.43 0.87
C -1.149663 2.826293 -3.287957 -1.32 -8.57 4.07
C -0.276663 2.957293 -2.070957 1.94 -0.49 1.61
O -1.151663 3.919293 -3.864957 0.58 9.10 -5.81
H -1.062663 0.676293 -3.560957 -0.61 -0.15 0.31
H 0.020337 1.501293 -4.516957 1.66 0.22 -0.40
H -1.525663 1.592293 -4.983957 -1.87 -0.03 -1.55
H -2.165663 2.579293 -3.008957 -0.87 0.02 1.44
H 0.033337 2.062293 -1.460957 -0.60 0.36 -1.17
H -0.827663 3.529293 -1.337957 0.00 0.68 0.17
H 0.710337 3.473293 -2.278957 -1.19 -0.34 -0.12
H -1.466663 3.903293 -4.783957 0.09 -0.06 0.57
C -1.193663 1.436293 2.638043 0.66 -0.86 0.18
C -0.293663 2.569293 2.202043 -6.18 2.60 5.46
C 0.429337 3.106293 3.345043 0.41 0.19 3.83
O 0.473337 2.362293 1.241043 5.89 -2.40 -7.88
H -1.695663 1.722293 3.543043 -0.55 0.28 0.20
H -0.597663 0.585293 2.970043 0.09 -0.08 -0.09
H -1.882663 1.082293 1.885043 -0.16 0.15 -0.13
H -0.924663 3.369293 1.838043 -1.42 0.60 0.55
H 1.057337 2.347293 3.859043 -0.45 0.26 -0.36
H -0.309663 3.453293 4.093043 0.40 -0.20 -0.08
H 1.078337 3.949293 3.198043 0.27 0.51 -0.78
H 0.642337 3.220293 0.836043 0.64 -0.56 -0.45
C 3.232337 0.326293 1.657043 1.49 0.24 0.93
C 3.929337 0.889293 0.452043 -1.90 -6.93 -2.65
C 3.023337 0.973293 -0.821957 -0.16 1.18 1.01
O 4.419337 2.024293 0.692043 3.60 8.03 1.99
H 3.925337 0.320293 2.527043 -0.05 -0.31 -0.64
H 2.855337 -0.655707 1.479043 -0.38 -0.51 0.07
H 2.506337 1.020293 1.976043 -1.35 0.62 0.17
H 4.797337 0.188293 0.267043 -0.95 -0.11 -0.44
H 3.583337 1.435293 -1.618957 0.60 -0.58 -0.65
H 2.188337 1.709293 -0.780957 0.37 -0.41 0.92
H 2.560337 0.049293 -1.039957 -0.12 -1.04 -0.62
H 5.297337 2.166293 0.312043 -0.54 -0.02 0.13
C -2.308663 -2.258707 -2.181957 0.10 1.70 0.09
C -3.563663 -2.456707 -1.382957 4.65 -3.93 3.34
C -3.464663 -2.387707 0.177043 -0.08 -2.05 -0.45
O -4.506663 -1.644707 -1.611957 -6.61 4.53 -3.96
H -2.511663 -2.484707 -3.219957 0.11 -0.23 -0.35
H -1.586663 -2.912707 -1.766957 1.06 -0.72 0.00
H -1.954663 -1.207707 -2.140957 -0.17 -0.55 0.06
H -3.894663 -3.429707 -1.698957 0.04 -1.38 0.54
H -4.397663 -2.888707 0.555043 0.66 0.93 -0.20
H -3.353663 -1.364707 0.557043 -0.05 -0.32 -0.12
H -2.671663 -3.053707 0.520043 0.33 0.37 0.23
H -4.861663 -1.941707 -2.483957 -0.22 1.28 0.82
C -0.261663 -1.656707 5.318043 0.48 -0.71 1.71
C 0.634337 -0.417707 5.550043 1.89 -6.27 -1.82
C 1.655337 -0.301707 4.481043 0.53 0.16 -0.72
O 0.033337 0.684293 5.612043 -5.32 8.02 -0.51
H -1.097663 -1.640707 6.003043 -0.64 0.51 0.20
H 0.208337 -2.599707 5.694043 0.17 0.62 -0.99
H -0.654663 -1.731707 4.326043 0.00 -0.16 -0.70
H 1.034337 -0.470707 6.498043 2.20 -1.65 2.17
H 2.227337 0.595293 4.624043 0.46 0.49 0.26
H 1.303337 -0.230707 3.432043 -0.22 -0.50 0.78
H 2.296337 -1.128707 4.626043 1.01 -1.00 -0.50
H -0.495663 0.730293 6.400043 -0.53 0.29 0.37
C 1.509337 -1.183707 -3.011957 -0.12 -1.96 1.26
C 0.897337 -1.598707 -4.339957 0.96 9.50 1.07
C 1.562337 -0.814707 -5.470957 -0.79 1.44 0.18
O 0.878337 -2.799707 -4.597957 1.82 -11.02 -0.95
H 2.559337 -1.526707 -2.923957 -0.21 0.51 -0.19
H 0.993337 -1.661707 -2.145957 0.19 -0.18 -0.79
H 1.375337 -0.162707 -2.781957 0.34 1.39 -0.24
H -0.102663 -1.251707 -4.315957 -1.44 0.59 0.03
H 1.039337 -0.959707 -6.398957 -0.08 -0.71 -0.58
H 2.635337 -0.919707 -5.613957 0.09 -0.15 0.25
H 1.280337 0.207293 -5.259957 0.75 0.69 0.01
H 1.816337 -3.114707 -4.473957 -1.44 -0.32 -0.42
```
Forces are in eV/Å.

=====

Entry 3:
The following is a quantum chemistry calculation of a 2-piece molecular cluster, H5N3S overall at a distorted geometry, from the OMol25 dataset.

Frontier orbital gap (spin up / spin down) = 9.205 / 6.927 eV
Charge = 0
E_HOMO (spin up / spin down) = -8.360 / -7.571 eV

```
9
Properties=species:S:1:pos:R:3:forces:R:3
N 1.562595 -0.339213 -0.578535 0.73 2.90 1.49
N -1.884303 -0.425616 0.606491 0.25 0.63 -0.37
N 0.950674 0.877522 -0.705624 -0.34 -1.19 -1.19
S -0.885514 0.596441 1.465145 -0.62 -0.31 0.43
H 2.104478 -0.503660 0.309593 -1.05 -0.51 -1.65
H 1.083296 -0.995016 -1.151095 0.11 -1.00 0.38
H -1.468900 -0.596203 -0.315531 -0.67 -0.29 0.42
H -2.901076 -0.250525 0.627020 1.00 -0.02 -0.18
H 1.438750 1.636270 -0.257465 0.59 -0.22 0.67
```
Forces are in eV/Å.

=====

Calculated total energy values, unit eV, following the record order: -127278.6737, -44150.0140, -15383.0867.
Energy relative to the best compared isomer or geometry (same formula, charge and spin) values, unit eV, following the record order: 1.248, 3.202, 2.043.